(1)
ORCA calculation (ωB97M-V/def2-TZVPD) on the molecule C4H7NO.

Structure (XYZ):
```
13
Properties=species:S:1:pos:R:3:forces:R:3
C -1.4227 0.0962 -0.1625 -0.347 -3.147 -2.701
C -0.3141 -1.0922 -0.9719 -1.742 3.504 3.343
N 0.7908 -1.2105 -0.4499 1.798 -1.978 -0.723
C 1.1964 -0.3459 0.5989 -1.395 -0.159 -0.884
C 0.8754 1.0918 0.2690 2.998 0.172 3.014
O 0.8296 1.6992 -0.7302 -0.888 0.519 -3.155
H -1.7134 0.6889 -1.0028 -0.573 0.371 -0.503
H -2.1678 -0.6503 0.0598 -0.934 -0.127 -0.207
H -1.4956 0.7349 0.6982 1.546 0.158 0.679
H -0.7202 -1.6942 -1.7750 -0.166 0.142 -0.033
H 2.2589 -0.4226 0.7680 0.511 0.231 -0.019
H 0.7229 -0.5729 1.5537 -0.213 -0.195 0.019
H 1.1598 1.6775 1.1445 -0.595 0.509 1.171
```
Positions in Å, forces in eV/Å.

Properties
Structure (SMILES) ... C/C=N\CC=O
LUMO level ... 1.0 eV
E_HOMO ... -8.965 eV
Molecular weight ... 85.11 g/mol
E ... -7795.7365 eV
Energy above the lowest of the compared OMol25 structures with the same formula, charge and spin ... 377.1 kJ/mol

Results of the Mulliken charge analysis, in e, for atoms 1 through 6:
1 C -1.312
2 C 0.076
3 N -0.498
4 C -0.342
5 C -0.097
6 O -0.428

---

(2)
ORCA calculation (ωB97M-V/def2-TZVPD) on C10H14F6KO6Pb2 as an isolated structure.

Structure (XYZ):
```
39
Properties=species:S:1:pos:R:3:forces:R:3
Pb -6.2183 0.2904 -0.5615 2.470 0.892 0.462
Pb -4.2781 -2.7815 -0.1346 3.665 1.063 0.102
K -1.4337 -4.4793 -2.4971 0.719 -0.248 -0.147
O -3.7470 -0.0445 -0.0854 -3.363 -2.457 -0.532
C -2.3199 -0.0975 -0.2159 1.497 1.664 -0.925
C -1.5273 -1.2581 -0.9025 -0.114 1.660 0.388
O -1.8304 -2.5872 -0.5734 -3.633 -0.716 0.534
H -1.8221 0.2647 0.6901 -0.641 -1.019 0.847
H -2.0585 0.8083 -0.7828 -0.084 -0.199 -0.648
H -0.5219 -1.0079 -0.5432 0.214 -0.361 0.118
H -1.4409 -1.0858 -1.9793 -0.542 -0.172 -0.188
C 2.4625 2.1799 -0.5648 0.824 0.622 -0.354
C 1.4003 1.2110 -0.9936 -0.229 -1.404 0.872
O 0.8233 1.3599 -2.2859 0.377 -0.253 -1.587
C -0.0773 2.2882 -2.4779 0.206 1.111 1.647
O -0.5015 2.9953 -1.5878 -0.371 -0.625 -0.997
C -0.4700 2.4742 -3.9578 -0.160 0.939 -0.232
F 0.4173 1.9864 -4.8089 -0.174 -0.182 0.205
F -1.6780 1.9151 -4.2094 0.146 -0.317 0.191
F -0.5978 3.7837 -4.1628 0.039 -0.275 -0.086
H 2.6127 2.1859 0.5144 -0.367 -0.072 0.044
H 2.3243 3.2096 -0.8934 -0.391 -0.032 0.105
H 3.4315 1.8826 -0.9679 -0.082 -0.074 -0.158
H 0.5575 1.1040 -0.3055 0.136 0.390 0.304
H 1.8497 0.2201 -1.0762 -0.002 0.008 0.154
C 1.2163 0.4236 3.9449 -1.184 0.101 -0.259
C 0.2433 -0.1098 2.8580 1.174 0.979 1.818
O 0.8953 -0.9702 1.9185 -0.654 -0.175 -1.958
C 0.9985 -2.2715 2.1125 -0.103 0.430 3.413
O 0.8254 -2.7805 3.1935 -0.449 -0.299 -1.129
C 1.6009 -3.0781 0.9923 1.396 -0.724 -0.983
F 2.8289 -3.4457 1.3609 -0.436 0.093 -0.045
F 0.9060 -4.1949 0.7042 -0.321 0.216 0.336
F 1.7165 -2.4120 -0.1672 -0.271 0.379 -0.123
H 1.9398 1.1020 3.5004 0.114 -0.019 0.294
H 1.6598 -0.2957 4.6308 0.191 -0.438 -0.627
H 0.5230 0.9382 4.6156 0.310 0.643 -0.059
H -0.0956 0.7415 2.2684 0.114 -0.033 -0.147
H -0.6147 -0.4648 3.4302 -0.018 -1.094 -0.648
```
Positions in Å, forces in eV/Å.

Properties
LUMO level ... -14.2 eV
E_HOMO ... -17.542 eV
Molecular weight ... 797.70 g/mol
E ... -65975.2658 eV
Total charge ... +3

Results of the Mulliken charge analysis, in e, for atoms 1 through 6:
1 Pb 1.522
2 Pb 1.175
3 K 0.978
4 O -0.655
5 C -0.022
6 C 0.446

---

(3)
ORCA calculation (ωB97M-V/def2-TZVPD) on a 4-piece molecular cluster, C26H55N3O10 overall.

Structure (XYZ):
```
94
Properties=species:S:1:pos:R:3:forces:R:3
C -0.7418 0.0133 4.4408 -0.470 0.416 -0.237
C -1.4344 1.3516 4.7195 -0.538 -0.566 -0.231
C -2.5467 1.6170 3.6794 0.473 0.604 0.533
C -3.8487 1.2597 4.3305 0.197 -0.065 -0.849
O -4.9276 1.2341 3.3419 0.493 -0.218 1.062
C -6.0375 0.7070 3.8280 -0.140 0.165 -0.118
C -6.9561 0.0693 3.1247 -0.680 -0.336 -0.265
C -8.1318 -0.1745 3.9781 -1.057 0.209 -1.281
O -9.1632 -0.7276 3.7042 1.075 0.577 0.725
O -7.8989 0.4894 5.1817 -0.054 -0.855 0.466
C -6.5345 0.6645 5.2544 0.612 -0.204 0.995
O -5.9304 0.5813 6.2858 -0.441 0.643 -0.755
H -0.4992 -0.5512 5.3275 0.392 0.007 0.282
H 0.1237 0.1863 3.8241 0.501 -0.162 0.023
H -1.4075 -0.6095 3.8541 -0.237 -0.282 -0.073
H -1.9147 1.3201 5.6911 0.005 0.056 0.387
H -0.7422 2.1768 4.7503 0.364 0.193 -0.035
H -2.3703 1.0329 2.7917 -0.030 -0.219 -0.413
H -2.5218 2.6642 3.4077 -0.225 0.292 -0.255
H -4.0872 1.9679 5.1087 -0.178 0.101 0.301
H -3.7599 0.2584 4.7280 -0.105 -0.260 0.357
H -6.9088 -0.1874 2.0910 -0.065 -0.184 -0.405
C 5.4282 -0.8415 -0.3393 -0.077 -0.078 0.019
O 5.1930 -2.0493 0.3646 0.054 0.198 -0.041
C 6.2221 -2.3954 1.2819 -0.032 -0.329 0.025
C 5.7302 -2.2940 2.7100 -0.126 0.234 -0.059
N 5.5072 -0.9048 3.0922 -0.060 -0.161 0.081
C 4.8140 -0.7355 4.3663 0.074 0.186 -0.167
C 3.3791 -1.2434 4.4730 -0.009 0.036 0.346
O 2.4491 -0.5312 3.6772 0.114 -0.173 -0.173
C 2.3335 -0.9807 2.3376 -0.124 0.239 0.047
H 4.6605 -0.7499 -1.1049 -0.011 -0.065 -0.003
H 5.3646 0.0295 0.3228 0.108 0.030 -0.028
H 6.4033 -0.8579 -0.8324 0.006 0.058 -0.014
H 7.1141 -1.7821 1.1289 -0.045 0.106 0.019
H 6.4954 -3.4358 1.0817 0.024 0.006 -0.004
H 6.4766 -2.7318 3.3789 -0.010 -0.002 0.029
H 4.8120 -2.8922 2.7836 0.077 -0.150 0.004
H 4.9651 -0.4504 2.3700 0.017 0.032 -0.053
H 4.8001 0.3360 4.5802 -0.026 -0.007 0.066
H 5.4121 -1.2059 5.1528 -0.015 -0.059 -0.004
H 3.0598 -1.0884 5.5073 -0.016 0.012 -0.006
H 3.2990 -2.3205 4.2867 0.032 0.006 -0.144
H 2.5182 -2.0534 2.2477 0.073 -0.007 -0.004
H 3.0083 -0.4334 1.6745 0.057 -0.130 -0.067
H 1.3144 -0.7758 2.0056 -0.014 -0.017 0.044
C 3.0794 -5.4558 -5.0503 0.131 -0.041 0.001
O 4.2772 -5.3545 -5.7963 -0.196 0.061 0.084
C 4.1509 -4.6089 -7.0010 0.250 -0.104 -0.197
C 4.9256 -3.3110 -6.9183 -0.087 0.038 0.265
N 4.3020 -2.3839 -5.9816 0.154 -0.006 -0.077
C 5.1103 -1.2078 -5.6708 -0.221 -0.061 0.093
C 6.4347 -1.4217 -4.9437 0.096 0.288 -0.048
O 6.2977 -1.8918 -3.6156 0.027 -0.130 -0.077
C 6.1862 -3.2981 -3.4767 -0.040 0.123 0.245
H 3.2584 -6.1537 -4.2343 0.052 -0.001 -0.008
H 2.7840 -4.4914 -4.6235 -0.108 -0.008 -0.041
H 2.2627 -5.8438 -5.6659 -0.046 0.041 0.011
H 3.1015 -4.4251 -7.2468 -0.033 0.060 0.097
H 4.5784 -5.2185 -7.8023 -0.022 -0.004 -0.009
H 4.9570 -2.8488 -7.9090 0.018 0.023 -0.002
H 5.9539 -3.5609 -6.6246 0.048 -0.057 -0.151
H 4.1056 -2.8734 -5.1193 -0.038 -0.031 0.025
H 4.4944 -0.5557 -5.0466 0.045 0.055 -0.002
H 5.3036 -0.6632 -6.6002 0.044 -0.030 -0.025
H 6.9172 -0.4439 -4.8616 0.000 -0.001 0.018
H 7.1269 -2.0573 -5.5079 -0.078 -0.125 0.010
H 6.7369 -3.8318 -4.2547 -0.046 0.004 -0.063
H 5.1403 -3.6161 -3.4799 0.022 -0.111 -0.101
H 6.6042 -3.5683 -2.5064 0.021 0.040 0.000
C -3.4269 4.8511 0.4078 0.010 -0.101 -0.105
O -3.9037 3.5672 0.0580 -0.019 0.228 0.117
C -4.9209 3.0680 0.9246 0.002 -0.209 -0.279
C -6.2500 2.9897 0.2036 0.052 0.284 -0.121
N -6.7844 4.3179 -0.0709 -0.045 -0.169 -0.045
C -7.9415 4.3296 -0.9628 0.106 0.198 0.100
C -7.7425 3.8546 -2.3992 -0.288 -0.019 -0.053
O -6.9165 4.6971 -3.1803 0.112 -0.111 0.050
C -5.5261 4.4449 -3.0863 -0.067 0.203 -0.125
H -2.5697 5.0689 -0.2274 -0.009 -0.038 -0.027
H -4.1847 5.6251 0.2448 0.019 0.048 0.113
H -3.1009 4.8802 1.4522 -0.031 0.058 0.024
H -5.0020 3.6676 1.8351 0.002 0.107 -0.037
H -4.6258 2.0643 1.2144 0.057 -0.069 0.015
H -6.9636 2.4419 0.8273 -0.028 -0.004 -0.014
H -6.0890 2.4156 -0.7192 0.005 -0.160 0.083
H -6.0560 4.8835 -0.4848 0.041 0.035 0.011
H -8.2997 5.3609 -1.0046 -0.057 -0.016 -0.034
H -8.7396 3.7374 -0.5043 0.017 -0.055 -0.011
H -8.7229 3.8739 -2.8824 0.006 0.011 -0.011
H -7.3948 2.8162 -2.4536 0.129 0.022 0.055
H -5.3125 3.3892 -2.9032 -0.005 -0.012 0.076
H -5.0629 5.0545 -2.3055 0.077 -0.118 0.063
H -5.0732 4.7304 -4.0360 -0.042 -0.010 -0.019
```
Positions in Å, forces in eV/Å.

Properties
Structure (SMILES) ... CCCCOC1=CC(=O)OC1=O.COCCNCCOC.COCCNCCOC.COCCNCCOC
LUMO level ... -0.5 eV
E_HOMO ... -8.716 eV
Molecular weight ... 569.74 g/mol
E ... -52794.0158 eV
Energy above the lowest of the compared OMol25 structures with the same formula, charge and spin ... 46.3 kJ/mol

Results of the Mulliken charge analysis, in e, for atoms 1 through 6:
1 C -1.135
2 C -0.755
3 C -0.487
4 C -0.693
5 O -0.148
6 C 0.758

---

(4)
ORCA calculation (ωB97M-V/def2-TZVPD) on the molecule C3HN3O2.

Structure (XYZ):
```
9
Properties=species:S:1:pos:R:3:forces:R:3
N -3.2703 -0.7881 0.0018 -0.416 -0.079 -0.003
C -2.1525 -0.5457 -0.0007 -0.064 0.066 0.005
C -0.7739 -0.2472 -0.0010 1.367 -0.374 -0.002
N 0.1823 -1.1109 -0.0008 -0.917 -0.452 0.000
N 1.3097 -0.3840 0.0001 -0.388 0.655 -0.001
C 1.0340 0.9737 0.0002 1.075 -0.419 0.000
O 1.7905 1.8894 0.0007 -0.072 0.343 0.000
O -0.3333 1.0403 -0.0006 -0.511 0.119 0.000
H 2.2135 -0.8275 0.0003 -0.074 0.141 0.000
```
Positions in Å, forces in eV/Å.

Properties
Structure (SMILES) ... N#Cc1n[nH]c(=O)o1
LUMO level ... -0.1 eV
E_HOMO ... -10.297 eV
Molecular weight ... 111.06 g/mol
E ... -11691.3563 eV
Energy above the lowest of the compared OMol25 structures with the same formula, charge and spin ... 8.0 kJ/mol

Results of the Mulliken charge analysis, in e, for atoms 1 through 6:
1 N -0.350
2 C 0.202
3 C 0.569
4 N -0.568
5 N 0.185
6 C 0.551

---

(5)
ORCA calculation (ωB97M-V/def2-TZVPD) on the molecule C2H5F2N.

Structure (XYZ):
```
10
Properties=species:S:1:pos:R:3:forces:R:3
C -0.8521 -0.9029 0.1320 4.462 0.443 -1.479
C 0.5473 -0.0042 -0.0375 -3.385 -7.169 0.117
N 0.3028 1.3233 0.2354 3.141 -0.120 -1.244
F 1.5091 -0.5192 0.7482 0.307 0.654 0.345
F 0.9505 -0.2861 -1.3302 -0.058 1.839 0.719
H -0.8620 -1.2634 1.1473 -0.746 0.314 0.347
H -1.5571 -0.2140 -0.2868 -1.186 -0.188 0.241
H -0.5871 -1.7598 -0.5496 -0.770 0.755 0.657
H 1.1113 1.8190 -0.1045 1.777 2.008 0.238
H -0.5627 1.8073 0.0458 -3.541 1.464 0.060
```
Positions in Å, forces in eV/Å.

Properties
LUMO level (spin up / spin down) ... 1.2 / -5.1 eV
E_HOMO (spin up / spin down) ... -3.914 / -12.847 eV
Molecular weight ... 81.06 g/mol
<S²> ... 2.00
E ... -9072.9762 eV
Spin multiplicity ... 3
Energy above the lowest of the compared OMol25 structures with the same formula, charge and spin ... 265.7 kJ/mol

Results of the Mulliken charge analysis, in e, for atoms 1 through 6:
1 C -1.159
2 C 0.245
3 N -1.722
4 F -0.091
5 F -0.225
6 H 0.334

---

(6)
ORCA calculation (ωB97M-V/def2-TZVPD) on a 2-piece molecular cluster, C3H13N2O overall.

Structure (XYZ):
```
19
Properties=species:S:1:pos:R:3:forces:R:3
C 0.5536 -0.2017 0.9261 0.646 1.714 -0.096
C -0.4301 0.8984 0.4983 -2.064 -1.384 0.524
C -0.1887 1.6049 -0.8509 0.372 0.533 0.438
N 1.2075 1.4835 -1.2735 -0.440 -0.706 -0.343
N 0.7741 -1.0184 -0.2966 1.815 -0.331 0.546
H 0.4822 -0.8299 1.8111 -1.454 -0.132 -0.219
H 1.4337 0.3654 1.2661 0.620 -0.467 -1.096
H -1.3936 0.3771 0.2878 0.237 0.526 0.758
H -0.5634 1.5791 1.3390 -0.068 0.071 -0.190
H -0.8417 1.1698 -1.6108 0.299 -0.164 -0.048
H -0.5204 2.6496 -0.7820 0.090 -0.170 0.186
H 1.3105 1.8899 -2.1925 0.489 0.168 0.112
H 1.0417 -0.3205 -1.0386 -0.153 0.083 -0.132
H 1.8590 1.8514 -0.5952 0.045 0.446 -0.263
H -0.0022 -1.6386 -0.5337 -0.198 0.094 0.244
H 1.6188 -1.5738 -0.1300 -0.305 -0.320 -0.326
H -2.2057 -1.5015 1.1932 0.078 0.213 -0.015
H -2.2980 -2.9744 1.2331 -0.082 -0.723 0.001
O -1.7044 -2.2848 0.9442 0.075 0.549 -0.078
```
Positions in Å, forces in eV/Å.

Properties
LUMO level ... -2.9 eV
E_HOMO ... -14.077 eV
Molecular weight ... 93.15 g/mol
E ... -8343.1491 eV
Total charge ... +1
Energy above the lowest of the compared OMol25 structures with the same formula, charge and spin ... 80.4 kJ/mol

Results of the Mulliken charge analysis, in e, for atoms 1 through 6:
1 C -0.824
2 C -0.295
3 C -0.724
4 N -0.592
5 N -0.195
6 H 0.438

---

For reference, max |F| by record: 5.1; 4.2; 1.7; 1.4; 7.9; 2.5 eV/A.